Entry from the OMol25 dataset: a 3-piece molecular cluster, C24H37F2N3O12PS overall (the ωB97M-V functional and the def2-TZVPD basis).

Summary:
2S+1 = 1
E_tot = -2942.44096 Eh
LUMO = 1.9 eV
HOMO = -0.1870 hartree
charge = -1

Last columns: bonded neighbours and bond lengths (Å).
Geometry (Å):
1 C -3.944 -3.574 3.852  N2 1.510, H30 1.194, H31 1.172, H32 1.179
2 N -2.949 -3.718 2.726  C1 1.510, C3 1.547, H33 1.052
3 C -3.542 -3.237 1.381  N2 1.547, P4 1.925, H34 1.167, H35 1.179
4 P -2.537 -1.697 0.815  C3 1.925, C5 1.909, C13 1.926, C17 1.931, S26 2.140, H36 1.469
5 C -2.876 -1.993 -1.040  P4 1.909, C6 1.612, H37 1.196, H38 1.190
6 C -1.881 -1.342 -2.128  C5 1.612, C7 1.670, H39 1.193, H40 1.162
7 C -2.268 -1.953 -3.634  C6 1.670, C8 1.666, H41 1.185, H42 1.168
8 C -1.917 -0.777 -4.759  C7 1.666, N9 1.512, H43 1.170, H44 1.193
9 N -0.442 -0.655 -5.071  C8 1.512, C10 1.512, H45 1.051
10 C 0.273 0.334 -4.177  N9 1.512, C11 1.638, O12 1.357
11 C -0.277 1.799 -3.692  C10 1.638, H46 1.190, H47 1.188, H48 1.172
12 O 1.479 -0.057 -3.694  C10 1.357
13 C -1.031 -2.891 0.682  P4 1.926, O14 1.504, H49 1.166, H50 1.194
14 O -0.112 -2.773 1.866  C13 1.504, N15 1.343
15 N 0.252 -3.991 2.298  O14 1.343, O16 1.238
16 O 0.259 -3.903 3.533  N15 1.238
17 C -1.297 -0.248 0.513  P4 1.931, C18 1.666, H51 1.195, H52 1.157
18 C -0.869 0.569 1.901  C17 1.666, O19 1.340, C20 1.676
19 O -1.700 0.864 2.909  C18 1.340
20 C 0.676 1.185 2.108  C18 1.676, C21 1.647, C25 1.673
21 C 1.639 1.566 0.827  C20 1.647, C22 1.648, H53 1.188
22 C 3.118 2.232 1.113  C21 1.648, C23 1.638, H54 1.181
23 C 3.585 2.495 2.661  C22 1.638, C24 1.657, H55 1.189
24 C 2.690 2.102 3.999  C23 1.657, C25 1.670, H56 1.180
25 C 1.194 1.431 3.680  C20 1.673, C24 1.670, H57 1.192
26 S -4.227 -0.418 1.104  P4 2.140, C27 1.847, O28 1.582, O29 1.576
27 C -4.096 1.347 0.575  S26 1.847, H58 1.195, H59 1.196, H60 1.172
28 O -4.483 -0.374 2.664  S26 1.582
29 O -5.581 -0.933 0.484  S26 1.576
30 H -3.433 -4.072 4.809  C1 1.194
31 H -4.190 -2.473 4.171  C1 1.172
32 H -4.928 -4.196 3.668  C1 1.179
33 H -2.758 -4.745 2.594  N2 1.052
34 H -4.664 -3.037 1.632  C3 1.167
35 H -3.535 -4.131 0.611  C3 1.179
36 H -2.173 -1.573 2.232  P4 1.469
37 H -2.799 -3.177 -1.194  C5 1.196
38 H -3.985 -1.733 -1.385  C5 1.190
39 H -2.074 -0.169 -2.235  C6 1.193
40 H -0.738 -1.508 -2.001  C6 1.162
41 H -3.448 -2.058 -3.649  C7 1.185
42 H -1.710 -2.960 -3.830  C7 1.168
43 H -2.451 0.226 -4.478  C8 1.170
44 H -2.436 -1.151 -5.766  C8 1.193
45 H -0.025 -1.592 -4.845  N9 1.051
46 H 0.396 2.289 -2.842  C11 1.190
47 H -1.355 1.690 -3.204  C11 1.188
48 H -0.378 2.545 -4.590  C11 1.172
49 H -0.378 -2.763 -0.275  C13 1.166
50 H -1.360 -4.038 0.671  C13 1.194
51 H -0.248 -0.632 0.089  C17 1.195
52 H -1.649 0.568 -0.228  C17 1.157
53 H 1.213 1.353 -0.262  C21 1.188
54 H 3.795 2.496 0.181  C22 1.181
55 H 4.642 3.010 2.841  C23 1.189
56 H 3.050 2.267 5.111  C24 1.180
57 H 0.512 1.158 4.619  C25 1.192
58 H -5.189 1.822 0.655  C27 1.195
59 H -3.833 1.416 -0.590  C27 1.196
60 H -3.397 2.043 1.209  C27 1.172
61 C 3.681 -2.326 -3.300  C62 1.491, O66 1.413, H68 1.095, H69 1.093
62 C 5.139 -2.202 -3.585  C61 1.491, O63 1.410, F67 1.352, H70 1.095
63 O 5.711 -3.248 -2.833  C62 1.410, C64 1.363
64 C 4.747 -4.209 -2.772  O63 1.363, O65 1.220, O66 1.368
65 O 4.953 -5.366 -2.446  C64 1.220
66 O 3.520 -3.720 -3.127  C61 1.413, C64 1.368
67 F 5.623 -1.029 -3.119  C62 1.352
68 H 3.383 -1.809 -2.382  C61 1.095
69 H 3.063 -1.960 -4.125  C61 1.093
70 H 5.401 -2.321 -4.641  C62 1.095
71 C 3.906 7.885 2.604  C72 1.491, O76 1.413, H78 1.095, H79 1.093
72 C 3.369 6.750 3.408  C71 1.491, O73 1.410, F77 1.352, H80 1.095
73 O 2.661 5.982 2.461  C72 1.410, C74 1.363
74 C 3.299 6.201 1.278  O73 1.363, O75 1.220, O76 1.368
75 O 3.156 5.508 0.284  C74 1.220
76 O 4.126 7.289 1.341  C71 1.413, C74 1.368
77 F 2.494 7.190 4.340  C72 1.352
78 H 3.188 8.705 2.498  C71 1.095
79 H 4.836 8.283 3.017  C71 1.093
80 H 4.139 6.131 3.881  C72 1.095